233
Properties=species:S:1:pos:R:3 method="wB97M-V/def2-TZVPD" max_force_ha_per_bohr=0.1017 homo_lumo_gap_ev=5.3 multiplicity=1 charge=+1
C 2.142 -25.385 25.860
N 3.176 -24.992 24.858
C 4.480 -24.684 25.153
C 5.360 -24.412 24.130
C 4.974 -24.464 22.807
C 3.654 -24.767 22.547
C 2.722 -24.954 23.585
C 5.859 -24.115 21.715
C 5.435 -23.113 20.750
C 6.328 -22.751 19.775
N 7.485 -23.441 19.603
C 7.840 -24.464 20.467
C 7.101 -24.740 21.551
C 8.406 -23.112 18.454
H 1.369 -24.616 25.863
H 2.569 -25.461 26.860
H 1.773 -26.383 25.625
H 4.853 -24.926 26.138
H 6.398 -24.180 24.317
H 3.358 -24.865 21.513
H 1.675 -25.138 23.399
H 4.576 -22.494 20.966
H 6.137 -21.927 19.103
H 8.771 -24.948 20.208
H 7.308 -25.516 22.272
H 7.712 -22.707 17.717
H 8.887 -24.051 18.179
H 9.081 -22.290 18.693
C 0.251 -19.412 21.324
C -0.020 -18.617 20.088
O -0.050 -17.370 20.063
N -0.174 -19.362 18.697
H 0.332 -20.236 18.738
H -1.125 -19.670 18.556
C 0.141 -18.501 17.440
H -0.061 -20.456 21.290
H -0.156 -18.863 22.173
H 1.311 -19.320 21.559
H 0.128 -19.108 16.535
H 1.073 -17.985 17.670
H -0.718 -17.870 17.214
Zn 3.678 -21.094 16.586
C 1.653 -23.063 13.792
C 2.351 -22.482 14.984
O 1.809 -21.630 15.721
O 3.524 -22.810 15.290
H 1.909 -22.494 12.898
H 0.588 -22.862 13.908
H 1.790 -24.136 13.658
C 7.008 -20.433 14.698
C 5.838 -20.394 15.673
O 5.930 -20.823 16.794
O 4.738 -19.945 15.325
H 7.083 -19.518 14.109
H 6.828 -21.332 14.109
H 7.901 -20.659 15.280
S 2.758 -20.923 18.976
O 1.415 -21.399 19.097
O 2.779 -19.976 17.868
O 3.278 -20.283 20.171
O 3.603 -21.967 18.415
O 3.886 -20.914 25.006
C 4.184 -20.691 23.812
N 3.329 -20.944 22.866
C 5.389 -19.934 23.398
H 3.427 -20.571 21.933
H 2.492 -21.398 23.205
H 5.069 -18.914 23.188
H 6.019 -20.390 22.634
H 6.004 -19.663 24.256
O -4.970 -17.925 11.783
C -4.269 -18.613 12.468
N -4.675 -19.157 13.608
C -2.919 -19.077 12.075
H -5.612 -18.942 13.919
H -4.147 -19.840 14.132
H -2.978 -19.658 11.155
H -2.453 -19.705 12.834
H -2.223 -18.273 11.838
O -1.092 -17.984 14.496
C -1.293 -16.810 14.201
N -0.545 -16.212 13.315
C -2.271 -15.930 14.871
H 0.235 -16.743 12.953
H -0.856 -15.345 12.901
H -2.794 -15.222 14.228
H -1.919 -15.558 15.833
H -3.040 -16.663 15.114
O 5.877 -16.645 24.912
C 5.427 -16.259 23.855
N 6.157 -16.419 22.749
C 3.964 -15.766 23.835
H 5.796 -16.046 21.882
H 6.931 -17.012 23.010
H 3.724 -15.296 22.882
H 3.672 -15.064 24.616
H 3.288 -16.615 23.943
O -2.976 -21.456 14.852
C -1.799 -21.713 15.119
N -0.814 -20.862 14.914
C -1.505 -23.107 15.752
H -1.083 -19.923 14.659
H 0.110 -21.121 15.229
H -2.316 -23.429 16.406
H -0.519 -23.176 16.212
H -1.566 -23.775 14.893
O 4.627 -15.839 20.207
C 4.340 -17.043 19.951
N 3.299 -17.585 20.537
C 5.108 -17.861 18.861
H 2.589 -17.070 21.038
H 3.064 -18.562 20.435
H 5.334 -18.864 19.223
H 6.052 -17.333 18.727
H 4.532 -18.000 17.946
O 0.944 -22.314 23.688
C 0.120 -21.500 24.068
N 0.613 -20.296 24.377
C -1.390 -21.722 24.086
H 1.608 -20.129 24.417
H 0.017 -19.647 24.872
H -1.616 -22.484 24.832
H -1.735 -21.951 23.078
H -2.041 -20.967 24.526
O -0.201 -24.967 21.672
C 0.161 -24.352 20.685
N 0.828 -23.242 20.890
C -0.245 -24.697 19.247
H 1.062 -22.977 21.836
H 0.980 -22.614 20.114
H -0.776 -25.647 19.309
H 0.656 -24.665 18.635
H -0.978 -23.949 18.943
O -3.742 -19.219 22.629
C -4.434 -18.189 22.695
N -3.972 -17.156 23.427
C -5.769 -18.050 22.152
H -3.107 -17.335 23.918
H -4.602 -16.481 23.835
H -6.550 -17.844 22.884
H -6.172 -18.857 21.541
H -5.712 -17.269 21.394
O -0.858 -18.142 25.145
C -0.587 -16.931 25.169
N 0.266 -16.515 26.076
C -1.211 -15.925 24.192
H 0.377 -15.512 26.101
H 0.710 -17.045 26.813
H -2.166 -15.486 24.481
H -1.319 -16.401 23.217
H -0.452 -15.171 23.984
C 2.333 -13.590 20.685
Cl 3.591 -12.895 21.667
Cl 1.495 -12.324 19.726
Cl 1.207 -14.538 21.668
H 2.768 -14.323 20.006
C 3.602 -25.127 17.699
Cl 2.978 -26.009 19.148
Cl 3.020 -25.816 16.202
Cl 5.349 -25.100 17.582
H 3.231 -24.115 17.862
C -6.633 -13.482 17.520
O -6.486 -14.126 16.295
C -5.155 -14.377 15.852
C -4.257 -13.100 15.852
N -3.576 -12.872 17.139
C -2.660 -11.728 17.114
C -1.927 -11.620 18.517
O -2.744 -11.516 19.665
C -2.015 -11.221 20.870
H -7.637 -13.486 17.945
H -6.347 -12.431 17.464
H -5.958 -13.872 18.282
H -5.286 -14.619 14.797
H -4.718 -15.272 16.295
H -4.801 -12.212 15.530
H -3.511 -13.328 15.090
H -4.323 -12.698 17.797
H -3.262 -10.838 16.927
H -1.839 -11.899 16.418
H -1.238 -10.776 18.540
H -1.293 -12.492 18.683
H -1.382 -10.343 20.745
H -1.442 -12.054 21.276
H -2.785 -11.140 21.637
C -3.924 -24.236 19.874
O -3.874 -22.900 19.282
C -3.331 -21.978 20.169
C -3.502 -20.564 19.542
N -2.778 -20.396 18.294
C -3.283 -19.365 17.400
C -3.723 -18.000 18.043
O -2.665 -17.234 18.549
C -3.040 -15.911 18.883
H -4.761 -24.246 20.573
H -3.060 -24.522 20.474
H -4.036 -25.033 19.139
H -2.276 -22.250 20.160
H -3.821 -22.078 21.137
H -3.111 -19.818 20.234
H -4.559 -20.440 19.307
H -2.892 -21.263 17.788
H -4.161 -19.675 16.834
H -2.563 -19.133 16.615
H -4.439 -18.119 18.857
H -4.162 -17.320 17.313
H -3.484 -15.269 18.122
H -2.187 -15.411 19.340
H -3.732 -15.978 19.723
C 1.048 -19.480 12.550
O 1.160 -18.134 12.081
C 2.468 -17.624 12.156
C 3.045 -17.480 13.574
N 2.490 -16.420 14.433
C 3.252 -16.230 15.629
C 2.525 -15.226 16.592
O 1.257 -15.811 17.077
C 0.434 -14.787 17.636
H 1.186 -19.630 13.621
H 1.824 -20.065 12.057
H 0.059 -19.877 12.318
H 2.591 -16.665 11.652
H 3.166 -18.316 11.685
H 4.065 -17.125 13.429
H 3.165 -18.458 14.040
H 1.537 -16.591 14.718
H 4.182 -15.820 15.236
H 3.304 -17.217 16.088
H 2.389 -14.251 16.124
H 3.179 -15.126 17.458
H 0.299 -13.955 16.945
H 0.915 -14.552 18.586
H -0.570 -15.185 17.783

84
Properties=species:S:1:pos:R:3 method="wB97M-V/def2-TZVPD" max_force_ha_per_bohr=0.0150 de_lowest_kcal_mol=0.0 homo_lumo_gap_ev=6.6 multiplicity=1 charge=+1
Ir 0.448 -0.120 0.963
C 3.544 -1.385 0.038
C 3.557 -0.378 1.142
C 4.731 -0.105 1.847
C 4.726 0.816 2.870
C 3.539 1.479 3.170
C 2.399 1.188 2.448
N 2.416 0.258 1.453
Sb 0.601 2.362 2.855
C 0.301 2.781 0.781
C 0.062 4.057 0.312
C -0.058 4.257 -1.053
C 0.144 3.183 -1.893
C 0.416 1.919 -1.380
C 0.743 0.795 -2.305
N 0.423 1.714 -0.043
C -1.189 1.131 2.873
C -2.068 1.269 3.931
C -3.312 0.651 3.861
C -3.642 -0.037 2.715
C -2.716 -0.166 1.679
C -3.074 -0.897 0.427
N -1.493 0.378 1.782
H 3.881 -2.360 0.396
H 2.536 -1.493 -0.360
H 4.220 -1.079 -0.764
H 5.635 -0.635 1.578
H 5.628 1.021 3.433
H 3.501 2.213 3.965
H -0.024 4.882 1.007
H -0.274 5.238 -1.454
H 0.116 3.309 -2.967
H 1.316 1.175 -3.150
H 1.317 0.040 -1.775
H -0.155 0.318 -2.700
H -1.786 1.852 4.799
H -4.012 0.727 4.684
H -4.620 -0.487 2.600
H -4.136 -0.782 0.213
H -2.488 -0.532 -0.411
H -2.856 -1.961 0.527
S -0.571 0.200 7.466
C -0.479 -0.705 6.105
S 0.844 -0.565 4.960
C -0.022 -1.604 3.871
N -1.110 -2.084 4.330
N -1.351 -1.627 5.598
C -2.545 -2.109 6.233
C -3.670 -2.335 5.452
C -4.822 -2.821 6.050
C -4.846 -3.079 7.413
C -3.708 -2.868 8.176
C -2.547 -2.387 7.591
S 0.652 -1.934 2.267
H -3.628 -2.149 4.389
H -5.703 -3.001 5.447
H -5.748 -3.455 7.878
H -3.718 -3.084 9.236
H -1.658 -2.230 8.182
S -0.637 -3.549 1.875
P -0.196 -3.748 -0.197
S -0.233 -2.094 -1.194
C -1.442 -4.991 -0.614
C -2.686 -5.040 0.009
C -3.627 -5.975 -0.396
C -3.334 -6.854 -1.429
C -2.098 -6.801 -2.059
C -1.152 -5.874 -1.653
C 1.402 -4.599 -0.291
C 1.718 -5.614 0.612
C 2.919 -6.293 0.494
C 3.804 -5.968 -0.528
C 3.488 -4.965 -1.431
C 2.288 -4.277 -1.314
H -2.932 -4.351 0.808
H -4.589 -6.016 0.097
H -4.071 -7.582 -1.742
H -1.868 -7.484 -2.865
H -0.186 -5.844 -2.142
H 1.029 -5.868 1.408
H 3.166 -7.078 1.197
H 4.740 -6.504 -0.619
H 4.174 -4.718 -2.231
H 2.030 -3.491 -2.012

20
Properties=species:S:1:pos:R:3 method="wB97M-V/def2-TZVPD" smiles=C.O.O.O.O.O max_force_ha_per_bohr=0.0586 de_lowest_kcal_mol=21.5 homo_lumo_gap_ev=11.7 multiplicity=1 charge=0
C -1.292 -0.086 -2.968
H -1.257 0.071 -1.962
H -1.696 0.844 -3.376
H -1.671 -1.063 -3.254
H -0.344 -0.085 -3.391
O 0.672 -0.596 0.050
H 0.454 0.290 0.351
H 1.436 -0.467 -0.497
O 0.423 2.383 3.202
H -0.169 2.656 3.940
H 0.423 1.330 3.146
O -0.264 -3.422 -1.012
H 0.381 -2.840 -0.628
H -0.192 -3.209 -1.946
O 1.297 -0.480 2.606
H 0.844 -1.209 3.026
H 1.315 -0.835 1.689
O -0.290 1.930 0.262
H -0.203 2.311 1.167
H 0.131 2.475 -0.404

11
Properties=species:S:1:pos:R:3 method="wB97M-V/def2-TZVPD" smiles="C/[N+]([O-])=C/C(=O)[O-]" max_force_ha_per_bohr=0.0659 de_lowest_kcal_mol=95.2 homo_lumo_gap_ev=8.0 multiplicity=1 charge=-1
C -0.361 1.556 -0.434
N -0.628 0.172 -0.151
O -1.872 -0.060 0.101
C 0.460 -0.581 -0.105
C 0.503 -1.891 0.760
O -0.448 -2.717 0.817
O 1.630 -1.861 1.286
H 0.635 1.528 -0.894
H -0.348 2.259 0.397
H -1.046 1.903 -1.282
H 1.477 -0.308 -0.493

14
Properties=species:S:1:pos:R:3 method="wB97M-V/def2-TZVPD" max_force_ha_per_bohr=0.0908 de_lowest_kcal_mol=113.1 homo_lumo_gap_ev=10.1 multiplicity=1 charge=0
H -0.286 -2.808 0.784
N -0.140 -2.297 -0.147
C -0.061 -0.978 -0.038
N -0.208 -0.180 1.139
O 0.564 0.938 1.138
C -0.307 2.094 0.958
O 0.004 -0.262 -1.136
C 0.576 -0.899 -2.260
O -0.132 -1.591 -2.987
H -0.193 -0.743 2.031
H 0.257 2.870 0.648
H -1.063 2.023 0.178
H -0.692 2.563 1.826
H 1.682 -0.730 -2.134

80
Properties=species:S:1:pos:R:3 method="wB97M-V/def2-TZVPD" max_force_ha_per_bohr=0.0102 de_lowest_kcal_mol=78.8 homo_lumo_gap_ev=6.5 multiplicity=1 charge=-2
Y -0.700 -1.461 0.392
B 2.320 -1.424 3.112
N 0.868 -1.095 3.577
C 0.513 -0.946 4.863
C -0.866 -1.010 4.952
C -1.276 -1.207 3.631
N -0.224 -1.245 2.820
N 2.530 -1.166 1.591
C 3.641 -0.623 1.079
C 3.662 -0.838 -0.290
C 2.487 -1.550 -0.532
N 1.803 -1.737 0.601
H 3.087 -0.696 3.705
H 2.549 -2.596 3.342
H 1.269 -0.832 5.622
H -1.477 -0.929 5.834
H -2.271 -1.321 3.227
H 4.347 -0.133 1.728
H 4.405 -0.518 -1.001
H 2.083 -1.884 -1.475
F 4.245 2.856 -2.053
C 3.080 2.929 -2.721
C 2.109 2.032 -2.512
N 0.914 2.070 -3.185
C -0.145 1.121 -2.840
C 0.382 -0.309 -2.637
O 1.310 -0.712 -3.330
O -0.251 -0.970 -1.745
C 0.638 3.070 -4.085
O -0.416 3.191 -4.680
N 1.678 3.964 -4.284
C 2.919 4.015 -3.661
O 3.727 4.886 -3.927
H 2.236 1.233 -1.796
H -0.855 1.111 -3.666
H -0.658 1.453 -1.941
H 1.476 4.708 -4.934
C 1.948 5.451 -0.268
C 0.674 5.101 -0.697
C 0.138 3.861 -0.383
C 0.866 2.931 0.366
C 2.147 3.299 0.787
C 2.682 4.542 0.483
C 0.398 1.546 0.624
C -0.846 1.040 0.711
C -2.028 1.909 0.703
C -2.237 2.889 1.683
C -3.370 3.686 1.669
C -4.328 3.535 0.674
C -4.148 2.551 -0.291
C -3.027 1.737 -0.265
H 2.371 6.413 -0.531
H 0.094 5.795 -1.296
H -0.851 3.603 -0.742
H 2.735 2.578 1.345
H 3.684 4.792 0.810
H 1.246 0.859 0.716
H -1.485 3.017 2.453
H -3.504 4.438 2.439
H -5.212 4.161 0.661
H -4.896 2.402 -1.061
H -2.920 0.941 -0.994
Se -1.210 -4.244 -1.679
C -0.890 -5.729 -0.510
C -1.684 -6.863 -0.579
C -1.346 -7.952 0.211
N -0.289 -7.983 1.019
C 0.458 -6.880 1.074
C 0.200 -5.728 0.347
H -2.557 -6.887 -1.216
H -1.957 -8.849 0.185
H 1.306 -6.908 1.751
H 0.811 -4.846 0.475
F -1.006 -3.368 1.209
Te -3.460 -3.405 -0.785
F -4.206 -4.993 -1.553
F -5.270 -2.981 -0.548
F -3.630 -2.666 -2.524
F -3.601 -4.407 0.796
O -2.939 -1.825 -0.048

E_LUMO per entry: -4.4873 -2.4234 0.4786 3.8055 0.7187 3.6649 eV